Record 1
This record from OMol25 describes C21H37MgN4O8P2S2 as an isolated structure. The level of theory is wB97M-V/def2-TZVPD.

Charge: -1
Orbital gap, Eh: 0.216
Energy above the lowest of the compared OMol25 structures with the same formula, charge and spin, kcal per mole: 9.0
LUMO, eV: 2.13

Last column: Mulliken charge in e.
Atoms and positions in Å:
Mg (-0.899, 0.659, -1.780)  1.155
S (-3.301, 1.261, -2.358)  -0.560
C (-4.063, -0.034, -1.484)  0.832
C (-5.413, 0.198, -1.051)  -0.067
N (-6.497, 0.404, -0.716)  -0.622
C (-3.497, -1.243, -1.192)  0.551
S (-1.876, -1.751, -1.606)  -0.394
C (-4.270, -2.219, -0.484)  -0.200
N (-4.846, -3.045, 0.081)  -0.686
C (-1.063, 1.928, 4.547)  -1.447
C (-1.065, 1.887, 3.034)  0.606
C (-0.243, 2.997, 2.411)  -1.095
O (-0.501, 0.605, 2.648)  0.434
P (-1.087, -0.122, 1.346)  -0.701
O (-1.382, 0.864, 0.286)  -0.583
C (0.277, -1.254, 1.022)  -0.142
P (1.596, -0.469, 0.061)  0.168
O (1.085, 0.356, -1.045)  -0.949
O (2.415, 0.410, 1.088)  -0.118
C (3.258, -0.165, 2.113)  0.823
C (2.927, 0.540, 3.411)  -1.246
C (4.704, 0.003, 1.691)  -1.561
O (2.608, -1.618, -0.285)  -0.375
C (2.683, -2.421, -1.518)  0.542
C (3.316, -1.599, -2.618)  -1.124
C (1.336, -2.997, -1.882)  -0.880
O (-2.371, -0.875, 1.775)  -0.061
C (-2.660, -2.077, 2.548)  0.485
C (-1.896, -3.286, 2.058)  -1.203
C (-2.459, -1.783, 4.020)  -1.310
H (-1.507, 2.862, 4.895)  0.419
H (-0.039, 1.873, 4.925)  0.273
H (-1.632, 1.096, 4.961)  0.286
H (-2.093, 1.940, 2.664)  0.423
H (0.792, 2.934, 2.755)  0.153
H (-0.650, 3.968, 2.700)  0.469
H (-0.257, 2.921, 1.325)  0.112
H (-0.088, -2.112, 0.459)  0.258
H (0.680, -1.565, 1.989)  0.562
H (3.029, -1.231, 2.200)  0.287
H (3.150, 1.605, 3.323)  0.287
H (3.526, 0.125, 4.223)  0.455
H (1.869, 0.424, 3.649)  0.096
H (4.931, 1.063, 1.564)  0.320
H (4.887, -0.509, 0.748)  0.307
H (5.369, -0.409, 2.452)  0.404
H (3.362, -3.220, -1.213)  0.234
H (2.651, -0.795, -2.938)  0.040
H (3.494, -2.238, -3.484)  0.454
H (4.270, -1.190, -2.280)  0.357
H (0.641, -2.222, -2.218)  -0.160
H (0.911, -3.564, -1.053)  0.244
H (1.462, -3.676, -2.727)  0.539
H (-3.714, -2.233, 2.330)  0.407
H (-0.848, -3.260, 2.367)  0.294
H (-1.963, -3.363, 0.971)  0.240
H (-2.349, -4.175, 2.498)  0.474
H (-1.409, -1.571, 4.241)  0.155
H (-2.768, -2.650, 4.606)  0.507
H (-3.059, -0.926, 4.328)  0.278
C (-0.214, 3.878, -4.696)  -1.521
C (-0.159, 2.623, -3.877)  0.539
N (-0.563, 2.609, -2.652)  0.518
O (-1.135, 3.828, -2.228)  -0.629
C (0.296, 1.371, -4.464)  0.399
C (1.002, 1.300, -5.783)  -1.874
N (0.018, 0.293, -3.754)  0.425
O (0.386, -0.858, -4.160)  -0.785
H (0.184, 4.723, -4.135)  0.338
H (-1.257, 4.108, -4.922)  0.269
H (0.333, 3.763, -5.627)  0.407
H (-1.901, 3.519, -1.717)  0.343
H (0.376, 1.649, -6.610)  0.402
H (1.250, 0.255, -5.962)  0.393
H (1.925, 1.887, -5.795)  0.330

=====

Record 2
This record from OMol25 describes the molecule C21H37N2O11PS2. The level of theory is wB97M-V/def2-TZVPD.

Charge: 0
Orbital gap, Eh: 0.336
LUMO, eV: 0.18

Last column: Mulliken charge in e.
Atoms and positions in Å:
C (3.451, -3.532, 1.811)  -0.780
O (2.180, -3.714, 1.222)  -0.440
C (2.026, -2.981, 0.024)  -0.190
C (0.587, -3.059, -0.468)  -0.334
C (-0.465, -3.015, 0.661)  -1.393
C (-1.690, -2.133, 0.395)  -1.614
C (-1.496, -0.604, 0.326)  1.294
C (-0.080, -0.072, 0.509)  -1.320
C (0.538, -0.292, 1.914)  -0.212
C (0.947, 1.005, 2.626)  -1.321
C (2.467, 1.222, 2.549)  -1.231
C (2.827, 1.694, 1.133)  0.622
C (4.026, 2.650, 1.024)  -0.724
C (3.757, 3.754, -0.009)  -1.067
C (3.363, 3.204, -1.356)  -0.065
O (4.366, 2.261, -1.782)  -0.317
C (3.926, 1.346, -2.655)  0.816
C (4.571, 0.013, -2.477)  -0.912
O (3.100, 1.572, -3.476)  -0.564
O (-2.238, -0.072, 1.488)  -0.569
S (-2.678, 1.436, 1.249)  1.318
O (-1.799, 2.424, 1.764)  -0.653
O (-4.037, 1.495, 1.654)  -0.574
O (-2.440, 1.427, -0.335)  -0.415
C (-2.327, 0.074, -0.832)  0.250
C (-3.759, -0.470, -0.966)  -0.888
C (-4.691, 0.377, -1.845)  -1.114
S (-5.591, 1.741, -1.080)  -0.199
C (-6.846, 0.866, -0.254)  0.648
N (-7.595, -0.111, -0.673)  -0.287
N (-8.420, -0.443, 0.400)  -0.496
C (-8.105, 0.384, 1.360)  -0.012
O (-7.116, 1.239, 1.023)  -0.196
P (-1.475, -0.012, -2.454)  0.904
O (-2.202, 0.684, -3.523)  -0.812
O (-0.016, 0.555, -2.251)  -0.376
O (-1.281, -1.556, -2.782)  -0.527
H (3.825, -4.483, 2.178)  0.300
H (3.394, -2.820, 2.635)  0.246
H (4.177, -3.148, 1.094)  0.313
H (2.667, -3.429, -0.743)  0.608
H (2.357, -1.945, 0.149)  -0.256
H (0.479, -3.999, -1.004)  0.669
H (0.466, -2.255, -1.185)  -0.081
H (-0.846, -4.031, 0.746)  0.637
H (-0.009, -2.813, 1.620)  0.539
H (-2.389, -2.292, 1.213)  0.517
H (-2.176, -2.530, -0.491)  0.304
H (0.586, -0.484, -0.239)  0.403
H (-0.080, 0.997, 0.317)  1.330
H (1.449, -0.868, 1.762)  -0.276
H (-0.081, -0.918, 2.546)  0.876
H (0.476, 1.882, 2.197)  0.521
H (0.658, 0.939, 3.674)  0.336
H (2.979, 0.291, 2.782)  0.283
H (2.711, 2.001, 3.268)  0.584
H (2.980, 0.822, 0.495)  -0.243
H (1.959, 2.213, 0.725)  0.002
H (4.211, 3.096, 1.998)  0.371
H (4.922, 2.110, 0.729)  0.400
H (4.648, 4.374, -0.103)  0.421
H (2.958, 4.381, 0.384)  0.376
H (3.267, 4.003, -2.089)  0.437
H (2.402, 2.698, -1.320)  0.021
H (4.221, -0.451, -1.559)  0.036
H (5.651, 0.113, -2.404)  0.360
H (4.328, -0.601, -3.336)  0.364
H (-4.193, -0.671, 0.009)  0.656
H (-3.712, -1.443, -1.459)  0.518
H (-5.441, -0.296, -2.250)  0.548
H (-4.182, 0.811, -2.698)  0.435
H (-8.564, 0.395, 2.331)  0.418
H (0.256, 0.996, -3.071)  0.385
H (-2.136, -2.003, -2.818)  0.393

=====

Record 3
This record from OMol25 describes a 9-piece molecular cluster, C21H37NO37S8 overall. The level of theory is wB97M-V/def2-TZVPD.

Charge: 0
Orbital gap, Eh: 0.351
LUMO, eV: -0.26

Last column: Mulliken charge in e.
Atoms and positions in Å:
N (-4.327, 6.705, -3.808)  -0.345
C (-3.360, 6.149, -4.713)  0.374
C (-2.109, 5.597, -4.497)  0.080
C (-1.429, 5.514, -3.076)  -0.036
O (-0.175, 6.225, -3.200)  -0.185
O (-0.574, 7.557, -3.263)  -0.417
C (-1.532, 5.121, -5.831)  0.313
O (-0.477, 4.652, -5.971)  -0.471
O (-2.466, 5.359, -6.844)  -0.332
C (-3.534, 6.031, -6.255)  0.388
O (-4.448, 6.450, -6.837)  -0.462
H (-4.111, 7.663, -3.551)  0.293
H (-4.504, 6.110, -3.000)  0.233
H (-2.017, 6.081, -2.325)  0.346
H (-1.266, 4.451, -2.808)  -0.084
H (-0.204, 7.941, -4.076)  0.330
C (-2.731, 1.518, -0.462)  -0.215
C (-3.096, 1.624, -1.930)  0.075
O (-4.444, 2.108, -1.936)  -0.331
S (-4.663, 3.076, -0.665)  1.123
O (-4.501, 4.423, -1.107)  -0.498
O (-5.801, 2.628, 0.049)  -0.565
O (-3.345, 2.657, 0.158)  -0.299
H (-3.152, 0.616, -0.014)  0.240
H (-1.658, 1.532, -0.304)  0.219
H (-3.028, 0.669, -2.445)  0.339
H (-2.470, 2.358, -2.443)  -0.090
C (2.486, 0.056, 0.368)  -0.278
C (2.024, 0.447, 1.755)  -0.377
O (0.599, 0.272, 1.728)  -0.326
S (0.238, -0.948, 0.740)  0.957
O (0.055, -2.121, 1.528)  -0.488
O (-0.730, -0.493, -0.199)  -0.547
O (1.657, -1.059, 0.004)  -0.203
H (2.311, 0.850, -0.340)  0.396
H (3.536, -0.228, 0.345)  0.273
H (2.282, 1.473, 2.006)  0.343
H (2.431, -0.225, 2.515)  0.283
C (2.396, -4.735, 1.348)  0.406
C (2.408, -5.383, -0.019)  -0.512
O (3.395, -4.654, -0.759)  -0.349
S (4.560, -4.162, 0.251)  1.321
O (5.640, -5.075, 0.185)  -0.572
O (4.735, -2.759, 0.078)  -0.482
O (3.768, -4.420, 1.630)  -0.300
H (1.829, -3.803, 1.339)  -0.147
H (1.990, -5.397, 2.117)  0.183
H (1.440, -5.331, -0.512)  0.339
H (2.730, -6.426, 0.039)  0.338
C (1.254, -6.325, 6.632)  -0.380
C (1.890, -4.957, 6.497)  -0.337
O (1.802, -4.652, 5.101)  -0.249
S (0.467, -5.316, 4.496)  1.077
O (-0.550, -4.328, 4.454)  -0.476
O (0.830, -6.087, 3.357)  -0.637
O (0.152, -6.314, 5.720)  -0.316
H (1.944, -7.115, 6.324)  0.290
H (0.908, -6.522, 7.645)  0.323
H (2.926, -4.944, 6.829)  0.320
H (1.324, -4.200, 7.045)  0.286
C (-3.916, -3.390, 4.769)  0.012
C (-3.873, -1.879, 4.681)  -0.307
O (-5.121, -1.446, 5.231)  -0.308
S (-5.579, -2.477, 6.384)  1.074
O (-5.195, -1.945, 7.644)  -0.530
O (-6.904, -2.899, 6.106)  -0.533
O (-4.563, -3.673, 6.014)  -0.306
H (-4.522, -3.817, 3.965)  0.291
H (-2.923, -3.833, 4.747)  0.042
H (-3.760, -1.525, 3.659)  0.303
H (-3.070, -1.469, 5.298)  0.301
C (5.352, -0.606, -3.742)  -0.336
C (5.924, 0.797, -3.768)  -0.380
O (4.781, 1.658, -3.718)  -0.316
S (3.622, 0.947, -2.853)  1.182
O (3.673, 1.454, -1.522)  -0.621
O (2.429, 0.942, -3.616)  -0.562
O (4.242, -0.537, -2.842)  -0.249
H (4.976, -0.900, -4.725)  0.293
H (6.076, -1.342, -3.397)  0.320
H (6.512, 0.991, -4.662)  0.324
H (6.534, 0.992, -2.882)  0.272
C (-8.666, 4.385, -4.699)  -0.339
C (-8.759, 5.710, -5.427)  -0.274
O (-9.256, 6.630, -4.450)  -0.306
S (-8.713, 6.200, -2.993)  1.074
O (-7.562, 6.980, -2.695)  -0.496
O (-9.821, 6.097, -2.114)  -0.550
O (-8.219, 4.714, -3.382)  -0.261
H (-9.646, 3.907, -4.617)  0.279
H (-7.969, 3.699, -5.177)  0.320
H (-9.425, 5.668, -6.287)  0.299
H (-7.773, 6.056, -5.748)  0.248
C (10.207, -3.591, 1.939)  -0.321
C (9.750, -3.205, 3.333)  -0.362
O (8.331, -3.364, 3.309)  -0.312
S (7.946, -4.578, 2.307)  0.943
O (7.753, -5.753, 3.081)  -0.608
O (6.983, -4.112, 1.376)  -0.310
O (9.376, -4.692, 1.565)  -0.359
H (10.038, -2.779, 1.227)  0.267
H (11.255, -3.882, 1.914)  0.311
H (10.017, -2.182, 3.590)  0.307
H (10.155, -3.887, 4.085)  0.301

=====

Record 4
This record from OMol25 describes a 5-piece molecular cluster, C21H37NO4 overall. The level of theory is wB97M-V/def2-TZVPD.

Charge: -1
Orbital gap (spin up / spin down), Eh: 0.075 / 0.361
LUMO (spin up / spin down), eV: 2.84 / 2.80
Multiplicity: 2

Last column: Mulliken charge in e.
Atoms and positions in Å:
C (-0.526, -3.081, 3.245)  -0.825
C (-0.694, -1.702, 2.574)  -0.997
C (-2.181, -1.451, 2.369)  -0.032
O (-2.655, -2.733, 2.331)  -0.245
C (-1.751, -3.776, 2.711)  -0.529
H (-0.595, -2.951, 4.325)  0.385
H (0.375, -3.606, 2.927)  0.666
H (-0.342, -1.834, 1.551)  0.221
H (-0.183, -0.847, 3.018)  0.319
H (-2.222, -0.855, 1.457)  -0.031
H (-2.539, -0.835, 3.194)  0.385
H (-1.545, -4.206, 1.730)  -0.001
H (-2.235, -4.440, 3.427)  0.418
C (-3.561, -5.718, -2.528)  -0.581
C (-2.686, -4.747, -1.721)  -1.071
C (-3.587, -3.471, -1.736)  0.246
O (-4.145, -3.469, -2.979)  -0.251
C (-4.261, -4.835, -3.519)  -0.601
H (-4.228, -6.050, -1.731)  0.236
H (-3.090, -6.597, -2.968)  0.494
H (-1.707, -4.401, -2.052)  0.548
H (-2.419, -5.248, -0.791)  0.188
H (-2.859, -2.665, -1.638)  -0.194
H (-4.340, -3.442, -0.949)  0.320
H (-3.850, -4.995, -4.515)  0.311
H (-5.332, -4.994, -3.639)  0.235
C (1.603, 2.953, 2.402)  -0.438
C (0.284, 3.401, 3.079)  -0.433
C (0.780, 4.698, 3.845)  -0.515
O (1.920, 5.039, 2.964)  -0.378
C (2.697, 3.994, 2.539)  -0.228
H (1.499, 2.670, 1.355)  0.070
H (1.829, 1.948, 2.759)  0.383
H (-0.015, 2.660, 3.820)  0.216
H (-0.396, 3.376, 2.228)  0.200
H (1.006, 4.380, 4.863)  0.305
H (-0.017, 5.441, 3.858)  0.349
H (3.447, 3.854, 3.318)  0.304
H (3.142, 4.191, 1.563)  0.057
C (-1.122, 1.444, -3.064)  -0.686
C (-1.024, 0.391, -1.991)  -1.191
C (-0.640, 1.162, -0.698)  0.229
O (-0.230, 2.441, -1.168)  -0.186
C (-0.061, 2.477, -2.629)  -0.563
H (-2.119, 1.866, -2.945)  0.291
H (-1.004, 0.867, -3.981)  0.620
H (-0.257, -0.357, -2.191)  0.734
H (-2.038, -0.008, -1.954)  0.074
H (0.154, 0.595, -0.213)  0.015
H (-1.520, 1.128, -0.056)  0.231
H (0.973, 2.158, -2.760)  -0.216
H (-0.103, 3.481, -3.051)  0.378
N (6.302, 2.339, -0.617)  -0.625
C (5.709, 3.539, -0.865)  -0.299
C (4.567, 3.618, -1.620)  -0.661
C (4.053, 2.505, -2.145)  -0.087
C (4.626, 1.279, -1.915)  -0.976
C (5.762, 1.217, -1.087)  -0.244
H (6.027, 4.485, -0.452)  0.393
H (4.011, 4.534, -1.755)  0.472
H (3.145, 2.547, -2.728)  0.493
H (4.056, 0.374, -2.063)  0.799
H (6.115, 0.259, -0.737)  0.500